Molecular formula: C7H14F3N4O9PtS2
Method: DFT, ωB97M-V with the def2-TZVPD basis set

## Properties
Electronic energy ... -64948.2336 eV
Net charge ... -1
HOMO-LUMO gap ... 8.04 eV
Relative energy (zero: lowest compared OMol25 entry of this formula, charge and spin) ... 3.7 kcal/mol

Last column: Mulliken charge in e.
Cartesian coordinates (Å):
1 Pt -0.521 -0.637 -1.283  1.881
2 N 1.060 -0.785 -0.019  -0.962
3 C 0.715 -0.384 1.362  0.511
4 C 1.696 0.612 1.988  -1.196
5 C 2.241 1.751 1.110  -1.101
6 C 1.275 2.459 0.161  -0.096
7 N -0.017 2.758 0.776  -0.026
8 C -1.166 2.733 0.094  0.450
9 N -2.311 2.723 0.824  -0.539
10 N -1.183 2.788 -1.225  -0.426
11 C -0.737 0.091 1.460  0.425
12 O -1.131 0.625 2.499  -0.798
13 O -1.468 -0.080 0.427  -0.878
14 H 1.317 -1.780 -0.077  0.395
15 H 1.786 -0.214 -0.438  0.284
16 H 0.708 -1.288 1.974  0.514
17 H 2.564 0.073 2.374  0.420
18 H 1.171 1.009 2.859  0.415
19 H 3.041 1.369 0.467  0.400
20 H 2.729 2.469 1.773  0.378
21 H 1.097 1.834 -0.714  -0.278
22 H 1.738 3.380 -0.202  0.362
23 H -0.109 2.643 1.774  0.392
24 H -2.240 2.106 1.640  0.357
25 H -3.135 2.521 0.278  0.292
26 H -0.348 2.512 -1.777  0.338
27 H -2.002 2.426 -1.700  0.324
28 O 0.191 0.719 -4.965  -0.668
29 S -0.037 0.585 -3.557  1.213
30 O 0.316 -0.857 -3.101  -0.775
31 O -1.483 0.672 -3.132  -0.801
32 O 0.766 1.546 -2.754  -0.737
33 F -0.941 -5.925 -1.073  -0.222
34 C -1.042 -5.379 0.145  0.390
35 F -2.306 -5.535 0.561  -0.230
36 F -0.255 -6.086 0.973  -0.237
37 S -0.565 -3.599 0.125  1.408
38 O 0.792 -3.629 -0.403  -0.821
39 O -0.644 -3.205 1.517  -0.680
40 O -1.563 -3.019 -0.742  -0.679

***

Molecular formula: C25H41FIN12O12P
Method: DFT, ωB97M-V with the def2-TZVPD basis set

## Properties
Electronic energy ... -89132.0911 eV
SMILES string ... C[C@@H](O)COc1cc(F)c2c(c1CCO)C(=O)c1ccc([PH2]=O)c(I)c1C2=O.NC(N)=O.NC(N)=O.NC(N)=O.NC(N)=O.NC(N)=O.NC(N)=O
HOMO-LUMO gap ... 7.07 eV
Relative energy (zero: lowest compared OMol25 entry of this formula, charge and spin) ... 522.1 kcal/mol

Last column: Mulliken charge in e.
Cartesian coordinates (Å):
1 C 8.434 0.553 1.038  -1.221
2 C 7.392 1.595 0.273  0.433
3 O 6.871 0.823 -0.903  -0.529
4 C 6.138 1.927 1.277  -0.411
5 O 5.755 3.378 1.296  -0.412
6 C 4.256 3.303 1.296  0.053
7 C 3.612 2.666 2.703  -0.364
8 C 1.986 2.485 2.803  0.186
9 F 1.280 1.915 4.007  -0.259
10 C 1.086 2.943 1.511  0.138
11 C 1.713 3.625 0.118  0.121
12 C 3.340 3.806 0.015  0.635
13 C 3.988 4.473 -1.358  -0.679
14 C 5.217 3.604 -2.009  0.213
15 O 4.721 2.309 -2.518  -0.510
16 C 0.637 4.038 -1.095  0.080
17 O 0.680 5.186 -1.776  -0.521
18 C -0.552 2.890 -1.353  0.371
19 C -1.037 2.477 -2.869  -0.542
20 C -2.189 1.280 -2.974  -0.193
21 C -2.774 0.576 -1.597  0.482
22 P -4.075 -0.871 -1.641  0.307
23 O -4.080 -1.554 -3.091  -0.707
24 C -2.312 1.031 -0.056  -0.812
25 I -3.157 0.079 1.743  0.133
26 C -1.177 2.210 0.042  0.367
27 C -0.575 2.742 1.509  0.034
28 O -1.345 2.983 2.579  -0.489
29 H 9.049 0.012 0.189  0.324
30 H 9.163 1.155 1.727  0.319
31 H 7.863 -0.263 1.672  0.308
32 H 7.912 2.564 -0.128  0.078
33 H 6.361 0.018 -0.591  0.337
34 H 6.325 1.501 2.366  0.178
35 H 5.207 1.309 0.855  0.327
36 H 4.282 2.331 3.622  0.279
37 H 3.188 4.621 -2.223  0.273
38 H 4.360 5.573 -1.088  0.308
39 H 6.151 3.530 -1.308  -0.256
40 H 5.582 4.207 -2.973  0.268
41 H 3.742 2.395 -2.790  0.322
42 H -0.569 3.014 -3.827  0.319
43 H -2.538 0.943 -4.065  0.280
44 H -5.381 -0.473 -1.180  0.160
45 H -3.506 -1.892 -0.751  0.146
46 C -6.281 -3.765 -0.271  0.623
47 O -5.809 -2.782 0.278  -0.651
48 N -6.803 -3.724 -1.510  -0.435
49 N -6.321 -4.976 0.313  -0.292
50 H -7.196 -4.523 -1.980  0.233
51 H -6.793 -2.831 -1.986  0.144
52 H -5.938 -5.050 1.246  0.248
53 H -6.705 -5.797 -0.124  0.161
54 C -10.037 -5.526 -1.593  0.669
55 O -9.190 -6.086 -2.271  -0.666
56 N -11.240 -6.072 -1.336  -0.404
57 N -9.845 -4.313 -1.043  -0.303
58 H -11.950 -5.626 -0.781  0.160
59 H -11.425 -6.984 -1.732  0.231
60 H -8.952 -3.868 -1.213  0.220
61 H -10.530 -3.837 -0.483  0.164
62 C -5.162 -4.998 4.461  0.675
63 O -5.661 -5.291 3.386  -0.708
64 N -4.286 -5.797 5.098  -0.405
65 N -5.443 -3.851 5.105  -0.394
66 H -3.865 -5.573 5.984  0.166
67 H -4.047 -6.670 4.647  0.219
68 H -6.097 -3.221 4.659  0.220
69 H -5.042 -3.592 5.991  0.174
70 C -0.849 -0.228 6.565  0.621
71 O -1.080 -0.427 7.747  -0.689
72 N -1.314 0.847 5.904  -0.286
73 N -0.107 -1.066 5.818  -0.341
74 H -1.133 1.028 4.931  0.144
75 H -1.876 1.503 6.429  0.191
76 H 0.262 -1.888 6.277  0.210
77 H 0.094 -0.919 4.843  0.173
78 C 8.647 5.046 -2.423  0.781
79 O 7.459 5.260 -2.610  -0.645
80 N 9.324 4.083 -3.073  -0.414
81 N 9.384 5.756 -1.550  -0.454
82 H 10.301 3.892 -2.933  0.153
83 H 8.805 3.526 -3.739  0.224
84 H 8.913 6.491 -1.039  0.216
85 H 10.363 5.595 -1.382  0.152
86 C -0.459 -1.589 -5.281  0.615
87 O -0.480 -0.394 -5.032  -0.604
88 N -1.418 -2.436 -4.864  -0.292
89 N 0.525 -2.167 -5.994  -0.418
90 H -1.418 -3.423 -5.058  0.165
91 H -2.177 -2.042 -4.324  0.189
92 H 1.266 -1.565 -6.327  0.232
93 H 0.559 -3.149 -6.208  0.153